The following is a quantum chemistry calculation of a 12-piece molecular cluster, C15H51N14O14 overall, from the Open Molecules 2025 dataset.

As for the electronic energy: -65911.43022 eV. The strongest force on any atom is 0.1608 Eh/bohr. As for the HOMO-LUMO gap: 6.5891 eV. As for the net charge: -1. The value obtained for the HOMO energy is -4.981 eV.

Element x y z (Å)
1 O -27.012 -3.616 -8.445
2 C -27.809 -4.611 -7.978
3 O -29.026 -4.437 -7.863
4 O -27.271 -5.621 -7.545
5 H -27.729 -2.997 -8.602
6 C -30.985 -2.526 -13.444
7 O -30.867 -1.260 -14.068
8 H -30.011 -2.783 -13.028
9 H -31.607 -2.348 -12.567
10 H -31.223 -3.303 -14.170
11 H -31.701 -0.819 -13.892
12 C -35.737 -4.534 -7.822
13 O -36.942 -4.715 -7.760
14 N -34.947 -5.094 -6.932
15 N -35.198 -3.768 -8.687
16 H -35.247 -5.852 -6.336
17 H -33.967 -4.894 -7.066
18 H -35.785 -3.356 -9.398
19 H -34.196 -3.686 -8.592
20 C -24.635 2.907 -5.057
21 O -24.765 3.516 -6.092
22 N -25.309 1.858 -4.691
23 N -23.747 3.207 -4.159
24 H -25.903 1.483 -5.416
25 H -25.262 1.387 -3.799
26 H -23.143 4.008 -4.278
27 H -23.653 2.597 -3.359
28 C -22.554 -5.341 -4.344
29 O -21.640 -5.223 -3.516
30 N -22.589 -6.262 -5.223
31 N -23.577 -4.583 -4.536
32 H -21.742 -6.802 -5.332
33 H -23.204 -6.107 -6.009
34 H -24.334 -4.919 -5.114
35 H -23.678 -3.771 -3.944
36 C -25.226 0.607 -14.143
37 O -24.095 0.802 -14.546
38 N -25.593 0.734 -12.884
39 N -26.174 0.407 -14.923
40 H -24.876 1.137 -12.298
41 H -26.535 0.532 -12.580
42 H -27.065 0.095 -14.563
43 H -26.005 0.508 -15.914
44 C -29.341 -8.340 -2.258
45 O -30.024 -8.798 -1.327
46 N -29.682 -8.268 -3.544
47 N -28.097 -7.981 -2.173
48 H -28.930 -7.981 -4.154
49 H -30.555 -8.746 -3.719
50 H -27.600 -7.943 -1.294
51 H -27.697 -7.714 -3.061
52 C -30.511 -1.435 -2.687
53 O -30.741 -0.785 -1.659
54 N -31.159 -1.433 -3.805
55 N -29.550 -2.321 -2.766
56 H -31.936 -0.814 -3.984
57 H -30.887 -2.044 -4.562
58 H -29.346 -2.792 -3.636
59 H -29.076 -2.593 -1.916
60 C -30.127 2.982 -9.250
61 O -29.731 1.864 -9.493
62 N -31.369 3.164 -9.330
63 N -29.443 4.084 -8.993
64 H -31.665 4.123 -9.213
65 H -31.963 2.390 -9.588
66 H -28.471 4.118 -8.723
67 H -29.951 4.956 -8.947
68 C -24.754 -13.870 -6.422
69 C -25.015 -12.391 -6.119
70 O -25.231 -11.760 -7.426
71 H -23.794 -13.848 -6.938
72 H -25.579 -14.281 -7.003
73 H -24.598 -14.492 -5.540
74 H -24.185 -11.942 -5.573
75 H -25.971 -12.316 -5.602
76 H -25.602 -10.890 -7.256
77 C -28.949 -8.206 -12.599
78 C -30.045 -9.092 -12.109
79 O -30.831 -8.288 -11.251
80 H -29.268 -7.554 -13.412
81 H -28.188 -8.856 -13.032
82 H -28.478 -7.678 -11.770
83 H -29.719 -9.964 -11.542
84 H -30.598 -9.571 -12.917
85 H -30.339 -7.879 -10.536
86 C -20.417 -4.463 -11.836
87 C -21.915 -4.040 -11.966
88 O -22.802 -5.073 -11.490
89 H -20.141 -4.959 -10.906
90 H -19.763 -3.617 -12.051
91 H -20.121 -5.193 -12.590
92 H -22.298 -3.705 -12.930
93 H -22.074 -3.185 -11.309
94 H -23.419 -4.544 -10.980